# 1
Formula: C3H4N2O3
Source: the Open Molecules 2025 dataset
Level of theory: ωB97M-V with the def2-TZVPD basis set

Properties
**Structure (SMILES)**: [H]/N=c1\cc(O)on1O
**Orbital gap**: 9.54 eV
**HOMO level**: -9.4 eV
**Total energy**: -451.78649 a.u.
**Lowest unoccupied orbital energy**: 0.19 eV

Each line ends with the natural charge from an NBO analysis.
Atoms and positions in Å:
1 O -0.67 -1.03 -0.16  -0.316
2 O -2.50 -0.16 0.18  -0.606
3 O 1.62 -1.33 0.30  -0.536
4 N 1.96 1.14 0.10  -0.715
5 N 0.68 -0.73 -0.48  0.100
6 C -0.57 1.26 -0.15  -0.520
7 C -1.24 0.16 0.06  0.628
8 C 0.81 0.71 -0.17  0.391
9 H -2.81 0.73 0.65  0.485
10 H 2.05 -0.56 0.69  0.478
11 H -1.08 2.19 -0.11  0.244
12 H 1.88 2.13 0.44  0.368

***

# 2
Formula: C2H6N3O
Source: the Open Molecules 2025 dataset
Level of theory: ωB97M-V with the def2-TZVPD basis set

Properties
**Net charge**: +1
**Orbital gap**: 9.47 eV
**HOMO level**: -14.7 eV
**Total energy**: -318.91178 a.u.
**Lowest unoccupied orbital energy**: -5.23 eV

Each line ends with the natural charge from an NBO analysis.
Atoms and positions in Å:
1 O 0.59 -1.50 0.79  -0.545
2 N -1.48 1.40 1.59  0.304
3 N -0.65 1.08 0.95  -0.153
4 N -2.12 1.46 2.59  -0.449
5 C 0.46 -0.28 -1.29  -0.757
6 C -0.06 -0.85 -0.04  0.549
7 H 0.12 -0.83 -2.24  0.313
8 H 1.59 -0.27 -1.25  0.279
9 H 0.23 -1.77 1.62  0.543
10 H -0.07 0.74 -1.34  0.302
11 H -3.03 1.81 2.59  0.401
12 H -1.23 -0.86 0.12  0.212

***

# 3
Formula: C29H43BrClN3O3
Source: the Open Molecules 2025 dataset
Level of theory: ωB97M-V with the def2-TZVPD basis set

Properties
**Structure (SMILES)**: CCCCCCCNC(=O)C1(C[C@@H]2CC(c3ccc(Cl)cc3)=NO2)CCN(C(=O)CCCCCBr)CC1
**Orbital gap**: 8.73 eV
**HOMO level**: -8.3 eV
**Total energy**: -4555.06922 a.u.
**Lowest unoccupied orbital energy**: 0.40 eV

Each line ends with the natural charge from an NBO analysis.
Atoms and positions in Å:
1 Br 3.35 -1.41 2.18  -0.050
2 Cl 6.42 -1.90 -0.95  0.010
3 O 0.07 2.13 2.93  -0.651
4 O -0.36 1.38 -3.68  -0.372
5 O 0.71 0.82 -0.26  -0.679
6 N -0.86 3.21 1.19  -0.455
7 N -1.01 -0.29 0.65  -0.633
8 N 0.95 1.14 -3.38  -0.099
9 C -0.81 2.88 -1.24  -0.417
10 C -1.88 -4.56 0.70  -0.396
11 C -0.85 -2.47 1.76  -0.394
12 C -5.58 -3.32 0.54  -0.600
13 C -2.12 2.54 1.41  -0.234
14 C 2.40 -0.48 -2.39  -0.008
15 C -4.12 -3.34 0.98  -0.393
16 C 1.41 3.83 1.90  -0.507
17 C -1.02 -3.31 0.49  -0.399
18 C -3.32 -4.40 0.22  -0.387
19 C 2.43 3.31 0.88  -0.409
20 C 2.53 -1.72 -1.76  -0.206
21 C -0.50 0.69 -0.11  0.728
22 C 3.49 0.30 1.29  -0.425
23 C -1.19 0.32 -3.15  0.088
24 C 4.77 -0.12 -2.12  -0.238
25 C -2.68 1.97 0.10  -0.406
26 C 3.48 1.45 2.28  -0.443
27 C 3.76 -2.16 -1.32  -0.218
28 C -0.19 -0.77 -2.72  -0.502
29 C 3.70 2.78 1.54  -0.385
30 C 4.88 -1.36 -1.51  -0.041
31 C -0.17 -1.14 1.48  -0.231
32 C 1.11 0.00 -2.84  0.193
33 C -2.12 0.84 -2.05  -0.395
34 C -0.80 3.89 -0.08  -0.216
35 C 3.53 0.32 -2.56  -0.176
36 C 0.17 2.96 2.04  0.712
37 C -1.52 1.58 -0.84  -0.130
38 H -1.82 -0.02 -3.98  0.196
39 H -1.87 -4.83 1.76  0.197
40 H -6.05 -4.29 0.73  0.204
41 H -1.30 3.33 -2.11  0.218
42 H 0.06 -0.62 2.41  0.221
43 H 2.72 4.13 0.21  0.205
44 H -1.44 -5.39 0.15  0.207
45 H -0.02 -3.60 0.14  0.205
46 H -3.83 -5.37 0.34  0.201
47 H -1.82 -2.29 2.22  0.191
48 H 0.77 -1.30 0.94  0.221
49 H -2.84 3.25 1.84  0.196
50 H -1.67 4.55 -0.14  0.188
51 H -5.66 -3.11 -0.52  0.200
52 H -3.69 -2.36 0.80  0.179
53 H 2.64 0.35 0.60  0.254
54 H 4.28 1.30 3.01  0.210
55 H -4.07 -3.55 2.05  0.197
56 H -3.34 1.13 0.30  0.205
57 H 2.53 1.47 2.81  0.232
58 H 0.09 4.51 -0.14  0.222
59 H 1.10 4.85 1.67  0.216
60 H 5.64 0.50 -2.26  0.229
61 H 4.47 2.64 0.78  0.201
62 H 3.42 1.28 -3.03  0.236
63 H -0.24 -3.02 2.47  0.219
64 H 4.42 0.27 0.72  0.210
65 H 1.99 2.53 0.27  0.239
66 H 0.22 2.65 -1.53  0.252
67 H 1.87 3.85 2.89  0.234
68 H -1.47 -2.70 -0.30  0.189
69 H 1.66 -2.35 -1.62  0.215
70 H -6.14 -2.56 1.09  0.208
71 H -0.38 -1.13 -1.72  0.233
72 H -2.84 1.52 -2.52  0.218
73 H 4.07 3.52 2.26  0.202
74 H -3.28 2.72 -0.41  0.214
75 H -1.99 -0.32 0.85  0.393
76 H -0.18 -1.61 -3.41  0.232
77 H -2.69 -0.03 -1.69  0.208
78 H -1.95 1.75 2.15  0.244
79 H -3.33 -4.16 -0.84  0.191
80 H 3.86 -3.11 -0.82  0.234

***

# 4
Formula: C18H22N4O2
Source: the Open Molecules 2025 dataset
Level of theory: ωB97M-V with the def2-TZVPD basis set

Properties
**Structure (SMILES)**: CCCCc1nc2cc(C(=O)NCCc3cnn(C)c3)ccc2o1
**Orbital gap**: 9.65 eV
**HOMO level**: -8.8 eV
**Total energy**: -1068.63823 a.u.
**Lowest unoccupied orbital energy**: 0.81 eV

Each line ends with the natural charge from an NBO analysis.
Atoms and positions in Å:
1 O -1.55 -2.09 -1.15  -0.626
2 O 4.02 0.71 -2.06  -0.419
3 N -7.01 -0.32 2.53  -0.263
4 N 3.05 1.70 -0.31  -0.484
5 N -6.69 -1.61 2.50  -0.154
6 N -1.99 0.00 -0.43  -0.607
7 C 7.77 2.15 -0.06  -0.390
8 C 5.38 2.34 -0.85  -0.459
9 C 2.14 -0.79 -2.71  -0.244
10 C -7.67 -2.61 2.80  -0.405
11 C 4.11 1.60 -1.04  0.539
12 C -1.18 -0.95 -0.93  0.660
13 C 0.86 0.47 -0.48  -0.225
14 C 2.16 0.80 -0.85  0.137
15 C -3.34 -0.27 0.01  -0.216
16 C 0.85 -1.11 -2.33  -0.164
17 C -5.91 0.34 2.22  -0.067
18 C -3.46 -0.21 1.54  -0.419
19 C 8.84 1.24 0.54  -0.600
20 C -4.85 -0.54 1.97  -0.135
21 C 0.21 -0.49 -1.25  -0.138
22 C 2.78 0.18 -1.95  0.232
23 C 6.45 1.42 -0.26  -0.381
24 C -5.40 -1.79 2.16  -0.056
25 H 0.41 0.93 0.38  0.220
26 H 6.10 1.03 0.69  0.205
27 H 6.61 0.57 -0.94  0.204
28 H 8.52 0.85 1.50  0.203
29 H 9.77 1.78 0.68  0.210
30 H -4.97 -2.77 2.08  0.217
31 H -5.92 1.41 2.18  0.205
32 H -1.63 0.93 -0.27  0.394
33 H -8.61 -2.10 3.01  0.236
34 H -2.76 -0.92 1.98  0.219
35 H -4.03 0.44 -0.45  0.194
36 H 0.31 -1.87 -2.86  0.238
37 H -3.58 -1.28 -0.34  0.236
38 H -7.37 -3.19 3.67  0.205
39 H 5.72 2.72 -1.82  0.225
40 H 8.12 2.55 -1.01  0.195
41 H 2.63 -1.26 -3.54  0.229
42 H 5.19 3.18 -0.18  0.238
43 H -7.81 -3.29 1.95  0.206
44 H 9.03 0.39 -0.12  0.202
45 H 7.61 3.00 0.61  0.196
46 H -3.20 0.79 1.89  0.205

***

# 5
Formula: C63H132F6N7O4P
Source: the Open Molecules 2025 dataset
Level of theory: ωB97M-V with the def2-TZVPD basis set

Properties
**Net charge**: +5
**Orbital gap (spin up / spin down)**: 2.96 / 3.99 eV
**HOMO level (spin up / spin down)**: -16.2 / -17.2 eV
**Total energy**: -4102.39923 a.u.
**Expectation value of S²**: 0.7555
**Lowest unoccupied orbital energy (spin up / spin down)**: -13.19 / -13.19 eV
**Multiplicity**: 2

Each line ends with the Mulliken charge.
Atoms and positions in Å:
1 P -0.01 -0.02 -0.04  1.549
2 F -0.60 -0.29 1.45  -0.391
3 F -1.34 0.65 -0.65  -0.282
4 F 1.42 -0.56 0.64  -0.330
5 F 0.41 1.49 0.24  -0.901
6 F 0.81 0.08 -1.47  -0.248
7 F -0.46 -1.50 -0.52  -0.031
8 O 4.61 5.11 2.26  -0.218
9 O -6.09 -4.33 0.77  -0.265
10 O -3.12 4.27 4.94  -0.259
11 O -0.99 0.67 -6.73  -0.564
12 N -6.00 -2.97 0.72  0.873
13 N 4.81 3.97 1.47  0.857
14 N -2.81 3.09 5.53  0.891
15 N -1.06 4.32 -3.02  0.465
16 N 7.20 -2.60 3.64  0.195
17 N -2.21 0.12 -6.24  1.095
18 N 2.58 -3.82 -2.11  0.791
19 C -2.35 4.22 -2.19  -0.794
20 C 3.21 -5.16 -2.49  -0.664
21 C -4.23 -2.29 2.24  -1.596
22 C -4.65 -0.91 0.15  -0.142
23 C 3.46 -2.80 -2.89  -0.170
24 C -0.45 5.72 -2.92  -0.982
25 C -3.65 2.65 6.73  1.030
26 C 3.87 1.81 0.65  -1.103
27 C -3.37 -0.82 -8.16  -1.535
28 C 4.57 -4.86 -3.14  -0.610
29 C -3.38 4.08 0.18  -1.267
30 C -3.47 0.21 -7.10  1.010
31 C 2.91 4.12 -0.13  -0.831
32 C 6.30 4.50 -0.57  -1.519
33 C -1.81 2.13 4.81  1.778
34 C -0.52 2.89 4.37  -1.950
35 C -3.35 -1.23 -4.43  -0.734
36 C 0.13 3.49 -5.09  -0.846
37 C 6.15 3.67 0.77  1.212
38 C 6.29 2.10 0.41  -1.090
39 C -7.28 -2.25 0.97  1.219
40 C -1.51 -2.28 -5.79  -1.659
41 C -0.07 3.17 -2.61  1.140
42 C -3.57 1.68 -7.65  -1.722
43 C 5.76 -2.79 4.30  -1.322
44 C 0.83 2.92 -3.87  -0.398
45 C 2.61 -3.59 -0.54  -1.611
46 C 5.03 1.55 -0.36  -0.831
47 C 7.42 -3.80 2.67  -0.868
48 C -0.92 -0.52 -4.17  -0.773
49 C -5.14 2.43 6.27  -1.474
50 C 8.80 -0.96 2.73  -0.594
51 C 0.16 -4.81 -2.07  -0.319
52 C 3.55 3.28 1.01  1.906
53 C -2.46 0.33 6.47  -0.662
54 C -4.58 -1.33 -5.35  -0.978
55 C -1.32 1.00 5.70  -1.251
56 C 7.26 4.03 1.75  -1.669
57 C 3.27 -2.47 4.09  -0.918
58 C -1.27 3.99 -4.54  -0.849
59 C -1.23 -4.83 -2.75  0.025
60 C 8.36 -2.44 4.68  -0.501
61 C -8.46 -2.98 0.18  -1.676
62 C -2.03 -0.95 -5.18  1.962
63 C 9.35 -1.56 3.97  -0.698
64 C -2.14 4.42 -0.65  -0.084
65 C -7.62 -2.10 2.43  -1.630
66 C -3.53 3.84 7.77  -1.584
67 C 4.57 -2.52 3.35  0.813
68 C -7.11 -0.92 0.25  -1.833
69 C -3.64 -3.27 -0.04  -2.611
70 C 2.64 3.18 2.28  -1.572
71 C -3.66 2.60 0.19  -0.379
72 C -4.59 -2.34 0.80  2.243
73 C -4.74 -0.02 -6.17  -1.091
74 C 1.09 -3.78 -2.69  -0.259
75 C -2.52 1.56 3.53  -1.292
76 C 7.28 -1.24 2.81  -0.793
77 C -2.99 1.43 7.45  -1.248
78 C 2.07 -2.10 3.18  -0.781
79 C -2.28 -5.90 -2.28  -1.437
80 C 4.32 -3.58 -3.89  -0.675
81 C -5.88 -0.14 0.54  -0.346
82 H -8.70 -1.99 2.54  0.461
83 H 4.83 -5.65 -3.84  0.398
84 H 6.86 -0.44 3.42  0.395
85 H 5.72 4.30 -1.47  0.287
86 H -1.22 6.47 -3.10  0.260
87 H -2.59 -5.78 -1.25  0.214
88 H -4.46 -2.11 -6.09  0.345
89 H -1.32 3.83 -0.24  -0.276
90 H 2.79 2.35 2.97  0.479
91 H 2.85 -2.02 -3.34  0.180
92 H -1.99 -0.49 7.02  0.437
93 H -7.97 -0.27 0.36  0.572
94 H -0.80 0.22 5.14  0.314
95 H 0.32 5.57 -3.67  0.487
96 H -4.77 -0.89 -0.93  0.176
97 H -0.60 1.40 6.42  0.488
98 H -7.43 -2.96 3.06  0.339
99 H 5.20 -2.96 -4.05  0.402
100 H -5.51 -1.49 -4.80  0.466
101 H 5.34 -4.66 -2.39  0.288
102 H 3.66 -3.68 -0.29  0.801
103 H -1.70 -6.83 -2.26  0.456
104 H 3.31 -1.68 4.84  0.478
105 H -3.28 -2.12 -3.80  0.025
106 H -1.53 4.93 -5.04  0.265
107 H 9.00 0.11 2.71  0.327
108 H -8.10 -3.35 -0.78  0.424
109 H -3.73 -0.32 0.16  -0.317
110 H 1.83 3.35 -3.82  0.447
111 H -2.17 1.87 8.02  0.543
112 H -2.62 2.40 2.84  0.175
113 H -3.21 4.50 1.17  0.345
114 H 1.27 -1.79 3.86  0.396
115 H -3.81 -4.31 0.24  0.746
116 H -3.54 1.30 3.81  0.346
117 H 4.14 1.19 1.50  0.877
118 H 0.05 -0.20 -4.54  0.715
119 H 5.92 -3.77 4.77  0.524
120 H -4.32 -0.76 -8.69  0.428
121 H -1.25 0.29 -3.52  -0.159
122 H -0.66 -1.30 -3.45  -0.787
123 H -1.12 -2.91 -4.98  -0.017
124 H -5.82 0.19 1.58  0.119
125 H 1.66 -2.82 2.47  0.293
126 H -2.19 -2.95 -6.31  0.355
127 H -2.23 0.64 3.03  0.092
128 H 3.37 3.97 -1.10  0.240
129 H -4.31 4.55 -0.16  0.498
130 H 9.40 -0.73 4.67  0.314
131 H -0.91 3.76 3.84  0.549
132 H -2.56 4.34 7.80  0.418
133 H 7.99 -1.91 5.56  0.345
134 H -5.02 -1.89 2.87  0.387
135 H 8.73 -3.42 5.00  0.387
136 H 7.24 5.10 1.95  0.442
137 H -2.92 1.93 0.62  -0.537
138 H -3.37 -1.66 2.47  0.104
139 H 0.02 5.78 -1.94  0.355
140 H -2.11 3.31 -4.65  0.633
141 H 7.18 1.77 -0.12  0.530
142 H 2.77 5.17 0.09  0.522
143 H 7.25 4.34 -1.07  0.457
144 H 3.06 -3.35 4.71  0.432
145 H 2.20 -1.13 2.72  -0.082
146 H -0.66 2.26 -2.55  -0.662
147 H -3.14 -0.09 5.73  0.248
148 H -3.16 -1.83 -7.82  0.263
149 H 1.62 3.04 1.91  -0.072
150 H -3.59 1.05 8.28  0.553
151 H -5.75 2.08 7.10  0.419
152 H -4.84 0.84 -5.51  0.339
153 H -7.19 -1.15 2.76  0.369
154 H 10.36 -1.99 3.90  0.334
155 H 0.72 4.34 -5.44  0.480
156 H 4.10 -2.24 -2.22  0.106
157 H 6.70 -1.29 1.88  0.525
158 H 0.71 -2.79 -2.44  -0.802
159 H -2.60 -2.96 -0.10  0.401
160 H 5.65 -2.13 5.16  0.388
161 H -0.69 -2.08 -6.49  0.533
162 H -5.96 0.72 -0.13  0.459
163 H -4.46 1.88 -8.25  0.424
164 H 2.64 -5.63 -3.29  0.398
165 H 3.74 -3.62 -4.81  0.340
166 H 2.54 4.11 2.84  0.608
167 H -4.28 4.61 7.57  0.427
168 H 7.19 -4.67 3.29  0.381
169 H 9.24 -1.48 1.88  0.410
170 H -3.11 -6.03 -2.97  0.392
171 H 0.54 -5.83 -2.14  0.420
172 H -4.65 2.37 0.58  0.461
173 H 1.14 1.88 -3.93  0.185
174 H 2.19 -4.48 -0.06  0.352
175 H -2.66 3.20 -2.38  0.135
176 H -5.61 3.39 6.04  0.467
177 H -4.00 2.26 -0.79  0.870
178 H -1.83 5.46 -0.54  0.557
179 H -3.82 3.58 8.78  0.403
180 H -8.95 -3.79 0.73  0.403
181 H 6.74 -3.72 1.82  0.309
182 H 0.00 2.89 -5.99  0.324
183 H 2.94 1.33 0.34  -0.552
184 H 4.92 2.12 -1.28  0.337
185 H 3.24 -5.84 -1.63  0.292
186 H -2.82 1.84 -8.43  0.433
187 H 0.07 -4.59 -1.00  0.342
188 H -2.67 -0.55 -8.96  0.383
189 H 2.14 -2.62 -0.36  0.334
190 H -5.21 1.59 5.57  0.300
191 H -0.95 -4.96 -3.79  0.543
192 H -7.12 -1.10 -0.82  0.504
193 H 6.21 5.57 -0.40  0.439
194 H -3.45 2.43 -6.88  0.204
195 H 4.73 -1.58 2.82  -0.262
196 H 0.42 3.31 -1.65  -0.461
197 H 8.42 -3.87 2.25  0.383
198 H 7.09 3.55 2.72  0.439
199 H 0.15 3.36 5.10  0.557
200 H -3.92 -3.28 2.58  0.498
201 H 0.12 2.30 3.72  0.181
202 H -9.37 -2.40 0.08  0.449
203 H -3.05 4.93 -2.63  0.612
204 H -5.63 0.03 -6.81  0.517
205 H -1.69 -3.85 -2.75  -0.216
206 H -3.44 -0.50 -3.63  0.385
207 H 6.45 1.65 1.39  0.276
208 H -4.01 -3.31 -1.06  0.615
209 H 8.25 3.70 1.45  0.369
210 H 1.15 -3.89 -3.78  0.674
211 H 4.92 0.48 -0.53  0.447
212 H 4.61 -3.41 2.72  0.205
213 H 1.85 3.87 -0.15  -0.317

***

# 6
Formula: C6H9O5Sm
Source: the Open Molecules 2025 dataset
Level of theory: ωB97M-V with the def2-TZVPD basis set

Properties
**Orbital gap (spin up / spin down)**: 4.63 / 8.41 eV
**HOMO level (spin up / spin down)**: -5.1 / -8.9 eV
**Total energy**: -1268.08436 a.u.
**Expectation value of S²**: 15.7563
**Lowest unoccupied orbital energy (spin up / spin down)**: -0.48 / -0.51 eV
**Multiplicity**: 8

Each line ends with the natural charge from an NBO analysis.
Atoms and positions in Å:
1 Sm 0.40 -2.25 -0.13  0.948
2 O 2.26 0.36 -3.56  -0.638
3 O 0.87 0.00 1.19  -0.587
4 O -0.89 0.00 0.06  -0.592
5 O -0.24 1.99 0.93  -0.543
6 O 1.47 -1.16 -2.12  -0.941
7 C -2.96 -0.70 -0.90  -0.638
8 C -2.16 0.49 -0.43  -0.071
9 C 0.02 0.89 0.53  1.001
10 C 1.69 0.01 -2.54  0.696
11 C 2.66 -0.38 2.65  -0.438
12 C 1.75 0.45 2.15  0.108
13 H 1.24 0.86 -1.72  -0.060
14 H -3.41 -1.23 -0.05  0.223
15 H -2.64 1.02 0.40  0.205
16 H -2.34 -1.39 -1.48  0.214
17 H -3.77 -0.34 -1.55  0.240
18 H -1.97 1.20 -1.25  0.208
19 H 2.85 -1.36 2.22  0.213
20 H 1.75 1.53 2.28  0.221
21 H 3.41 0.02 3.34  0.229